Below is an isolated molecule of C21H31N3OS in a non-equilibrium geometry, with properties calculated with the ωB97M-V functional and the def2-TZVPD basis.

For the energy relative to the best compared isomer or geometry (same formula, charge and spin), the calculation gives 213.2 kJ/mol. The lowest unoccupied orbital energy comes out at 0.2162 eV. The value obtained for the total energy is -1456.48853 hartree. As for the SMILES: CC(C)CCN1CCN(Cc2cnc(-c3ccccc3)s2)C[C@H]1CCO. The total charge is 0.

Structure (XYZ):
```
57
Properties=species:S:1:pos:R:3:forces:R:3
C -6.636767 -2.499846 0.671201 -0.039 0.262 -0.169
H -7.660097 -2.839035 0.527479 -0.113 -0.087 0.029
H -5.990792 -3.374313 0.720373 0.077 -0.129 0.025
H -6.581264 -1.977915 1.624192 0.009 0.007 0.131
C -6.206935 -1.585540 -0.475919 0.175 -0.235 0.112
C -6.354114 -2.321909 -1.805410 -0.067 0.272 0.141
H -7.370762 -2.691670 -1.919371 -0.090 -0.066 -0.074
H -5.675543 -3.171810 -1.844951 0.094 -0.128 -0.020
H -6.138186 -1.667052 -2.645166 0.018 -0.003 -0.160
C -4.769824 -1.104334 -0.246520 -0.272 0.311 -0.213
H -4.090034 -1.951180 -0.361892 0.070 -0.080 0.079
H -4.689789 -0.740867 0.780396 0.075 -0.044 0.059
C -4.354852 0.026019 -1.202884 -0.031 -0.229 0.137
N -3.045888 0.608396 -1.029750 -0.053 -0.095 0.009
C -1.898190 -0.201183 -1.369121 0.154 -0.093 0.083
C -1.248813 -0.905349 -0.172795 -0.013 -0.001 -0.353
N -0.934731 0.082566 0.842304 -0.024 -0.029 0.111
C -2.156476 0.713803 1.296906 -0.231 0.108 0.014
H -2.856377 -0.028367 1.721019 0.046 0.063 -0.001
C -2.816752 1.457833 0.122024 0.205 0.255 0.007
C -1.937860 2.648980 -0.300453 -0.270 0.269 0.247
H -0.890340 2.342117 -0.263256 0.072 0.049 -0.053
H -2.185901 2.912229 -1.329668 0.022 -0.003 0.007
C -2.137891 3.881630 0.580141 -0.042 -0.454 0.060
O -1.352180 4.972783 0.161825 0.344 0.306 -0.141
H -0.432652 4.686519 0.118871 -0.080 0.043 0.003
H -3.172097 4.229811 0.520052 0.022 -0.086 0.052
H -1.916675 3.640330 1.630872 -0.128 0.017 -0.054
H -3.788114 1.839998 0.453426 -0.003 -0.035 -0.003
H -1.911509 1.430867 2.083755 0.005 -0.021 0.042
C -0.144617 -0.473446 1.924953 -0.056 0.091 0.070
C 1.226055 -0.800023 1.446209 0.262 -0.183 0.012
C 1.929471 -1.962714 1.555015 -0.798 0.568 0.183
N 3.161624 -1.958400 1.012413 0.943 -0.372 -0.302
C 3.459898 -0.826657 0.467559 -1.043 0.526 0.345
C 4.712529 -0.536468 -0.190401 0.797 0.129 -0.406
C 4.964529 0.711925 -0.758351 -0.075 -0.243 0.124
C 6.172629 0.962967 -1.378679 0.081 0.081 -0.065
C 7.142737 -0.024727 -1.440926 0.030 0.024 -0.022
C 6.899701 -1.268678 -0.878781 0.070 0.006 -0.035
C 5.694961 -1.527518 -0.256934 -0.187 0.123 0.033
H 5.488582 -2.488840 0.186139 -0.012 -0.088 0.038
H 7.655214 -2.038964 -0.927031 0.055 -0.062 0.000
H 8.086416 0.174936 -1.926529 0.071 0.019 -0.038
H 6.360045 1.932745 -1.815556 0.013 0.071 -0.033
H 4.207108 1.481222 -0.708596 -0.018 0.115 -0.036
S 2.171605 0.372630 0.597935 0.234 -0.733 0.096
H 1.575882 -2.857395 2.036212 -0.173 -0.121 0.101
H -0.080691 0.284218 2.714579 -0.094 -0.107 -0.015
H -0.598680 -1.383077 2.361050 0.038 0.104 -0.007
H -1.916681 -1.687119 0.232599 0.041 0.025 0.006
H -0.322821 -1.386145 -0.498238 -0.048 -0.013 0.003
H -1.144087 0.456618 -1.815919 0.091 -0.142 -0.043
H -2.192271 -0.939963 -2.116119 0.018 0.025 -0.051
H -4.394940 -0.341608 -2.231992 -0.110 0.046 0.000
H -5.081350 0.840688 -1.115539 -0.068 -0.046 -0.071
H -6.866580 -0.710055 -0.486645 0.011 0.010 0.006
```
Positions in Å, forces in eV/Å.



Below is an isolated molecule of C4H6N2OS in a non-equilibrium geometry, with properties calculated with the ωB97M-V functional and the def2-TZVPD basis.

For the energy relative to the best compared isomer or geometry (same formula, charge and spin), the calculation gives 240.0 kJ/mol. The lowest unoccupied orbital energy comes out at 0.8333 eV. The value obtained for the total energy is -738.91328 hartree. As for the SMILES: COc1n[nH]cc1S. The total charge is 0.

Structure (XYZ):
```
14
Properties=species:S:1:pos:R:3:forces:R:3
C 2.198948 -0.904057 -0.373309 -1.448 -0.293 -0.371
C 0.307458 0.330332 0.369906 -1.883 0.370 -0.762
C -1.810048 0.873473 -0.019423 -2.573 1.192 -0.977
C -1.048228 -0.214572 0.189359 1.887 -0.272 0.314
H 2.985620 -1.457122 0.135711 0.138 0.166 -0.344
H 2.551673 -0.138408 -1.101402 -0.084 -0.425 0.731
H 1.497464 -1.606652 -0.879660 0.845 0.230 -0.072
H -1.264883 2.874097 -0.341228 0.098 0.202 0.170
H -2.918157 0.987993 -0.233907 1.690 -0.357 0.345
H -1.606593 -2.126872 1.351387 -0.027 -0.173 -0.363
N 0.277773 1.645326 0.203400 0.455 -0.416 0.177
N -1.017195 1.958532 -0.022354 0.443 -0.479 0.193
O 1.412555 -0.352364 0.699909 0.444 0.516 0.241
S -1.566390 -1.869704 0.021614 0.016 -0.263 0.719
```
Positions in Å, forces in eV/Å.



Below is an isolated molecule of C2H8O2Si in a non-equilibrium geometry, with properties calculated with the ωB97M-V functional and the def2-TZVPD basis.

For the energy relative to the best compared isomer or geometry (same formula, charge and spin), the calculation gives 308.2 kJ/mol. The lowest unoccupied orbital energy comes out at 0.9235 eV. The value obtained for the total energy is -520.96838 hartree. As for the SMILES: CCO[SiH2]O. The total charge is 0.

Structure (XYZ):
```
13
Properties=species:S:1:pos:R:3:forces:R:3
C 0.808874 1.284939 -0.423471 -2.827 -2.378 2.202
C 1.219190 -0.142000 -0.311591 -2.792 -0.992 2.874
O -2.186585 -1.248294 2.067527 0.519 -1.036 1.822
O 0.073317 -0.898080 0.805595 3.126 2.048 -2.065
Si -1.514663 -1.092468 0.576323 0.544 -1.066 0.091
H 1.568418 1.890958 -0.575940 3.810 2.787 -1.836
H -0.025426 1.370724 -1.047180 -0.852 0.438 -1.576
H 0.441124 1.728779 0.482836 -0.232 -0.433 1.096
H 2.117210 -0.295523 0.313572 -0.457 -0.371 -1.001
H 1.023313 -0.620102 -1.277030 0.777 -0.567 0.628
H -1.727215 -1.556729 2.900782 -0.663 0.409 -1.915
H -2.359922 0.009304 0.213823 -0.232 0.721 -0.924
H -1.479544 -2.239462 -0.441858 -0.721 0.439 0.604
```
Positions in Å, forces in eV/Å.